Entry 1:
24
Properties=species:S:1:pos:R:3 method="wB97M-V/def2-TZVPD" de_lowest_kj_mol=0.0 s_squared=0.76 spin_multiplicity=2
H 4.042 0.457 0.724
O -2.889 2.892 -1.834
H -0.542 0.303 -2.088
H -0.493 -1.689 -1.236
C -0.372 0.985 -0.173
C -0.553 -1.584 -0.148
O 1.699 -0.659 2.312
H 0.653 0.894 0.171
H 1.583 -1.111 -0.058
H 2.544 0.277 1.157
H -2.177 -0.149 -0.226
O 0.109 -2.225 2.600
N -0.454 1.207 -1.636
H -2.049 2.389 -1.915
H 1.178 -2.815 0.252
C -1.189 -0.244 0.240
O 3.126 0.699 0.480
H -1.218 -2.358 0.240
C 0.859 -1.782 0.387
H -3.086 2.770 -0.889
H -0.762 1.880 0.323
C 0.889 -1.531 1.949
H -1.311 -0.232 1.323
H 0.414 1.626 -1.956



Entry 2:
21
Properties=species:S:1:pos:R:3 method="wB97M-V/def2-TZVPD" de_lowest_kj_mol=196.5 smiles="C=PCCC.CN"
H 1.496 2.220 1.875
H 0.949 3.687 1.247
H -3.233 0.440 1.068
C 1.902 -0.550 0.447
H 1.408 -2.664 -0.234
H 2.852 -0.245 0.786
H 2.907 -2.415 0.539
N -3.769 0.331 0.187
P 0.623 2.032 -0.444
H -3.859 1.376 -0.169
H 1.294 -0.518 1.397
H 2.568 -1.759 -1.156
C -3.048 -0.560 -0.758
H -3.602 -0.611 -1.578
H -2.939 -1.541 -0.250
H -1.991 -0.205 -0.951
C 2.188 -1.889 -0.137
H 0.168 -0.322 -0.834
C 1.152 0.276 -0.589
C 1.082 2.675 0.989
H 1.851 0.242 -1.436



Entry 3:
21
Properties=species:S:1:pos:R:3 method="wB97M-V/def2-TZVPD" de_lowest_kj_mol=155.0 smiles="CP(C)N.C=CC"
H 2.046 2.115 -1.375
H -2.041 -1.132 0.408
H 3.762 1.483 -0.934
N 0.783 0.589 0.920
C 2.691 1.275 -1.131
H 3.563 -1.540 0.217
H 2.870 0.889 -2.138
C -2.542 0.750 0.262
C -3.628 0.941 1.278
H 1.179 1.310 1.495
H -2.315 1.807 -0.169
H -1.031 -0.360 -0.750
H -4.409 0.221 1.363
H -0.172 0.798 0.799
H 3.885 -0.075 0.997
H -4.077 1.945 1.195
P 1.618 -0.086 -0.361
C 2.972 -0.765 0.837
C -1.775 -0.228 -0.037
H -3.182 1.036 2.274
H 2.574 -1.329 1.654



Entry 4:
21
Properties=species:S:1:pos:R:3 method="wB97M-V/def2-TZVPD" de_lowest_kj_mol=98.8 total_charge=+1
H -1.854 0.173 1.581
H 3.585 0.578 1.471
C 2.554 0.168 -0.298
S -1.126 -1.529 0.043
H -2.922 2.585 -0.055
H -0.561 -1.810 1.230
C -1.872 2.609 0.234
H -0.145 1.346 0.194
H -2.892 0.047 0.169
H 2.553 1.157 -0.727
H 1.899 -0.601 -2.107
H 0.804 -0.910 -0.831
C -1.855 0.108 0.497
H -1.390 3.461 -0.242
H -1.822 2.742 1.315
C -1.179 1.302 -0.153
C 3.074 -0.157 0.867
H 3.004 -1.166 1.256
H 2.230 -1.757 -0.959
N 1.838 -0.828 -1.115
H -1.168 1.173 -1.239